The following is a quantum chemistry calculation of a molecular structure, C6H24CdN12O6, from OMol25.

Structure (ORCA input):
```
! wB97M-V def2-TZVPD RIJCOSX def2/J DEFGRID3
* xyz 2 1
Cd -0.284 0.100 -0.240
C -0.730 -1.976 -2.752
O -0.900 -1.690 -1.562
N 0.493 -1.641 -3.280
N -1.547 -2.854 -3.425
H 0.822 -1.708 -4.267
H 0.986 -0.911 -2.720
H -1.376 -3.239 -4.330
H -2.393 -3.091 -2.959
C -2.162 2.921 -0.429
O -1.245 2.214 -0.849
N -2.312 4.200 -0.866
N -3.009 2.435 0.462
H -3.185 4.747 -1.015
H -1.646 4.461 -1.608
H -2.979 1.493 0.818
H -3.622 3.031 0.978
C 2.261 1.153 -1.931
O 1.874 0.083 -1.436
N 1.728 2.341 -1.577
N 3.369 1.309 -2.727
H 0.947 2.483 -0.949
H 1.968 3.134 -2.101
H 4.024 0.509 -2.709
H 3.886 2.142 -2.462
C -2.888 -1.277 0.990
O -2.299 -0.250 0.539
N -3.485 -2.107 0.104
N -3.070 -1.557 2.284
H -3.684 -3.054 0.381
H -2.858 -2.129 -0.708
H -2.899 -0.984 3.099
H -3.846 -2.216 2.440
C 1.800 -2.418 1.190
O 1.033 -1.431 1.294
N 1.707 -3.597 1.891
N 2.858 -2.354 0.336
H 0.946 -3.737 2.519
H 2.448 -4.279 1.919
H 3.031 -1.456 -0.066
H 3.469 -3.117 0.041
C 1.217 1.742 2.835
O 0.438 1.622 1.896
N 1.862 0.642 3.343
N 1.573 2.933 3.401
H 2.630 0.879 3.945
H 1.944 -0.233 2.878
H 1.299 3.808 3.014
H 1.808 2.921 4.370
*
```

Summary:
HOMO-LUMO gap: 10.21 eV
DFT total energy: -41336.69148 eV

The following is a quantum chemistry calculation of 2 unconnected molecules or ions with the total composition C4H12N2, from OMol25.

Structure (ORCA input):
```
! wB97M-V def2-TZVPD RIJCOSX def2/J DEFGRID3
* xyz 0 1
C -1.656 0.337 1.748
C -0.378 -0.403 2.009
C -0.025 -1.529 1.394
H -1.761 0.486 0.670
H -2.552 -0.153 2.127
H -1.615 1.340 2.156
H 0.295 -0.094 2.806
H 0.867 -2.023 1.753
H -0.724 -2.018 0.733
N -0.031 0.328 -2.610
C 1.256 0.487 -1.935
N 1.141 1.152 -0.645
H 0.177 -0.093 -3.495
H -0.572 -0.340 -2.079
H 1.738 -0.481 -1.757
H 1.958 1.021 -2.582
H 0.201 1.329 -0.330
H 1.680 0.651 0.037
*
```

Summary:
HOMO-LUMO gap: 9.71 eV
DFT total energy: -7321.54091 eV
SMILES: C=CC.NCN
Energy relative to the best compared isomer or geometry (same formula, charge and spin): 34.31 kcal per mole

The following is a quantum chemistry calculation of a single C5H5NO2 molecule, from OMol25.

Structure (ORCA input):
```
! wB97M-V def2-TZVPD RIJCOSX def2/J DEFGRID3
* xyz 0 1
C 0.388 1.275 -0.219
C 0.018 -0.256 0.182
C -0.975 -0.980 -0.784
C -1.379 -0.500 0.645
C 1.235 -1.131 0.277
H 1.932 2.553 0.714
H -0.992 -0.152 -1.610
H -0.464 -2.062 -1.111
H -2.308 0.417 0.426
H -1.294 -1.181 1.661
N 2.519 -1.536 0.028
O 1.677 1.448 0.294
O -0.357 2.104 -0.503
*
```

Summary:
HOMO-LUMO gap: 10.01 eV
DFT total energy: -10844.19560 eV
SMILES: N#CC1(C(=O)O)CC1
Energy relative to the best compared isomer or geometry (same formula, charge and spin): 164.18 kcal per mole

Lowest unoccupied orbital energy for the records above, in order: -4.87 1.04 0.02 eV